(1)
{"formula": "C32H42CoN5O4S2", "method": "ωB97M-V with the def2-TZVPD basis set", "total_charge": 0, "homo_ev": -7.27, "total_energy_ev": -108800.39209, "largest_force_ev_per_a": 0.73, "de_lowest_kj_mol": 29.4, "lumo_ev": -1.366, "elements": ["H", "N", "C", "H", "H", "H", "C", "H", "O", "C", "C", "H", "C", "H", "C", "H", "H", "C", "H", "N", "C", "H", "C", "C", "N", "O", "C", "C", "H", "C", "N", "H", "H", "H", "H", "C", "C", "O", "H", "C", "H", "H", "H", "C", "H", "C", "H", "H", "C", "H", "C", "H", "H", "C", "H", "Co", "H", "H", "H", "H", "C", "C", "C", "H", "C", "H", "H", "H", "S", "C", "O", "H", "H", "C", "C", "C", "H", "N", "S", "H", "C", "C", "H", "C", "H", "H"], "positions_angstrom": [[-1.09365, 1.05885, 4.00490], [-1.00893, 0.64283, 1.98314], [-4.08067, -0.97766, 3.30407], [1.59201, -4.76090, -0.77222], [-0.10320, -5.05796, -2.33776], [1.45780, -2.95604, -2.57756], [1.67072, -1.69557, 2.01304], [-1.86312, -5.14987, -2.32784], [3.68893, -5.37447, 2.91490], [-3.27845, 1.35205, -2.39821], [2.19966, -3.86066, -0.72628], [2.19661, -1.81750, -1.44163], [0.18721, 0.63230, -2.79242], [-1.55251, -0.43711, -2.16015], [2.27890, -0.77955, 1.17546], [-1.89943, 2.70550, -1.44269], [-4.19085, -1.58648, 4.19463], [2.36936, 5.29277, -2.20241], [1.94911, -3.53569, 3.09708], [0.23044, 1.40484, -1.55549], [2.59839, 4.02955, -2.73178], [-2.70752, 0.83517, -4.41019], [-1.00273, -4.66678, -1.86463], [-0.33217, 0.95646, 3.22868], [0.18521, 2.63289, 0.65308], [5.24069, -3.79485, 3.95799], [3.72861, -2.95367, 2.08677], [0.39478, 2.31231, 3.09927], [-1.10961, -0.69908, -3.83269], [-2.70732, 2.03665, -1.14733], [-2.16152, 1.15266, -0.12060], [-4.09237, 1.96997, -2.78588], [-3.47735, 2.66647, -0.68995], [-2.12003, -2.80841, -1.79267], [-1.72249, 2.08051, -3.67395], [2.40414, -2.78185, 2.46808], [-2.22563, 1.12805, -3.47612], [5.65550, -4.58383, 1.67792], [2.92083, 6.11749, -2.63350], [4.32578, -2.02861, 1.24017], [2.28860, 1.99795, -3.08108], [-0.98627, -4.93191, -0.80799], [-1.19642, 3.38039, 2.05385], [-2.97869, 0.61641, 0.79007], [1.38644, 6.64225, -0.93896], [-5.35030, -0.00007, 1.42656], [0.42826, 1.29935, -3.62501], [2.31145, -3.59583, 0.32198], [0.65977, 3.34295, -0.36078], [0.35757, 0.17789, 3.55836], [-4.37215, 0.60243, 0.64857], [1.47627, 2.18476, 2.98985], [0.62207, -1.59797, 2.25382], [-1.11233, -3.15947, -2.02451], [2.14088, 0.84293, -0.02622], [-0.35375, 0.91883, 0.25458], [-3.71567, 0.38862, -2.12189], [4.06450, -0.21076, 0.12418], [0.95071, -0.15575, -2.79458], [0.38918, 4.15946, 2.05651], [1.95513, 2.83347, -2.47933], [-0.12100, 3.20112, 1.96103], [3.60103, -0.94128, 0.78189], [0.17620, 5.23718, 0.40931], [0.95051, 2.51131, -1.53851], [3.36806, 3.97188, -3.49390], [1.59639, 1.08527, 1.45643], [-4.74790, 1.10932, -0.22882], [4.68382, -4.33233, 2.72956], [-2.79506, -0.52348, 3.07665], [-0.24971, -2.93696, 0.45037], [0.27648, 2.86012, 4.03506], [-0.85627, -2.82118, -3.02855], [1.58330, -2.71705, -1.51925], [-5.24237, -0.74880, 2.58362], [0.75750, 4.74314, -0.35746], [-6.15523, -1.17812, 2.97495], [1.57454, 0.41187, 0.70030], [-0.05731, -2.25319, -0.85937], [3.18730, -4.08697, -1.12830], [-2.26279, 0.19637, 1.99764], [-1.19675, 0.06454, -3.05867], [5.35332, -2.18781, 0.94054], [1.49126, 5.58913, -1.17694], [-2.06675, -0.81453, 3.82264], [-6.35889, 0.12374, 1.04663]]}

***

(2)
{"formula": "C24H60IN4O8", "method": "ωB97M-V with the def2-TZVPD basis set", "total_charge": -1, "homo_ev": -4.53, "total_energy_ev": -56285.66292, "largest_force_ev_per_a": 12.56, "de_lowest_kj_mol": 52.8, "lumo_ev": 2.540, "elements": ["O", "N", "H", "H", "H", "H", "H", "H", "I", "H", "H", "H", "C", "H", "H", "H", "C", "H", "N", "C", "O", "C", "C", "C", "N", "H", "C", "H", "C", "H", "H", "H", "O", "H", "H", "O", "H", "H", "H", "H", "C", "H", "H", "H", "H", "H", "C", "O", "H", "C", "C", "H", "H", "H", "H", "H", "H", "H", "O", "C", "C", "H", "H", "H", "H", "H", "H", "C", "C", "H", "H", "H", "N", "H", "C", "H", "H", "C", "C", "H", "H", "H", "O", "H", "H", "C", "H", "H", "C", "C", "H", "H", "H", "C", "O", "H", "C"], "positions_angstrom": [[-1.80465, -2.53235, -3.40909], [-0.62416, 3.20114, -1.97355], [-2.90981, -3.64174, 0.94118], [-0.63872, 2.00248, 4.60324], [-0.50263, -6.53836, 2.21538], [1.31273, -5.45381, -0.90520], [-1.26955, 3.76439, -3.94587], [5.95156, 0.82303, 3.18196], [-1.11532, 0.06993, -0.36442], [5.79839, -0.38279, -0.48262], [2.93197, 2.28640, 2.24674], [-4.47610, 2.89196, 3.56554], [-0.74611, -4.83285, 0.93344], [-5.58019, 2.76893, -2.60839], [-3.28368, 0.36727, 2.61464], [-0.81145, -2.39063, -1.68959], [-2.24162, -3.00738, 1.48017], [3.38874, 5.28303, 0.12559], [-1.49574, -4.11294, 2.01178], [5.25185, 1.31182, 2.51845], [-2.67066, 2.72579, 4.47768], [-0.78127, 1.68983, 3.63355], [5.43801, 0.23205, -1.45466], [-0.23524, -0.87942, -3.21557], [0.90239, -0.30682, -2.37242], [-3.80114, 4.26846, 4.23818], [3.68656, 4.28781, -0.37069], [-2.52331, -4.04003, -2.12317], [-3.63417, -0.28118, 1.71276], [2.55713, -6.40457, -0.63435], [-5.62691, 1.71463, -4.25298], [2.19283, -5.29716, 0.65253], [-4.07698, -1.49905, 2.11094], [-1.57422, 3.40922, 2.94807], [0.85152, 3.74353, -3.36668], [4.56580, -0.55885, -2.33345], [5.34333, 2.21784, 2.52348], [-2.88285, 1.65457, -2.20871], [1.18121, 4.54123, -0.65375], [-4.60032, 3.47753, 5.24883], [-3.08029, -2.36162, 2.52710], [-1.43052, -5.29480, 0.27528], [-0.02098, 1.09915, 2.11988], [1.77962, 1.44513, 4.30822], [6.32086, 0.17550, -2.14085], [-0.80733, -3.79469, 2.59748], [0.08304, -5.89052, 1.69606], [-3.79648, 2.62708, -3.80553], [2.79111, 0.72983, 1.52982], [-2.10390, -3.93007, -3.26227], [-1.43988, 2.94099, -3.21394], [-3.06707, 3.50541, -1.95070], [1.07841, 2.30625, -2.72418], [2.50220, -1.99556, -2.37782], [2.31424, -0.81768, -3.74615], [-1.57950, -2.36689, 0.98597], [3.00670, -0.14749, -1.05399], [0.63146, -5.36255, 2.38545], [0.88567, -6.65869, 0.77830], [2.14296, -0.84977, -2.67360], [1.54301, 0.95646, 3.31457], [5.22244, 1.23003, -1.38611], [-1.09468, 2.10972, -3.64131], [-1.32925, -4.67090, -3.25851], [-2.91000, -4.20372, -3.98517], [-2.40532, 2.04404, 2.43783], [-4.68213, 1.13122, -3.12321], [3.26126, -0.01816, -2.06942], [1.63797, 3.57301, -1.10917], [-0.56995, 2.35991, -1.32793], [0.21261, -0.97588, -4.22642], [5.62398, 1.05496, 1.54522], [0.42615, 1.61349, 2.72360], [4.76235, 4.45602, -0.80386], [-1.96199, 2.57917, 3.20873], [-2.38479, -1.74633, 3.17520], [1.37084, 0.12013, 3.58086], [-3.93199, 3.40982, 4.42912], [-5.06706, 2.08376, -3.44292], [-1.16114, 0.82802, 3.81699], [-2.89334, -0.21841, 0.96986], [-4.46247, 0.43277, 1.57697], [4.03483, 0.68184, 2.92212], [3.75613, 3.82485, 0.56951], [1.43446, 2.76963, -0.49910], [0.79244, 3.31872, -2.41460], [0.64756, -0.38546, -1.29252], [3.05821, 0.92816, -2.23932], [1.85998, -5.97845, -0.06641], [-2.90595, 2.65783, -2.73056], [0.10007, -3.04148, -2.91455], [-3.54173, -3.09693, 3.08643], [-1.08972, -0.14730, -3.19932], [-0.66748, -2.24419, -2.73747], [2.92422, 3.69900, -1.46609], [-0.07900, -4.30580, 0.20464], [2.81195, 1.23853, 2.49887]]}

***

(3)
{"formula": "C4H7NO", "method": "ωB97M-V with the def2-TZVPD basis set", "total_charge": 0, "homo_ev": -9.88, "total_energy_ev": -7797.21512, "largest_force_ev_per_a": 4.81, "de_lowest_kj_mol": 234.4, "lumo_ev": 0.626, "elements": ["H", "H", "C", "O", "C", "H", "H", "C", "N", "C", "H", "H", "H"], "positions_angstrom": [[0.28223, 1.60097, -0.68979], [0.28360, 0.04851, 1.42212], [-1.01093, 0.30347, 1.08437], [2.85321, -1.79046, -0.06486], [0.34158, 0.49188, -0.81910], [-1.04058, -1.12648, -0.59553], [0.71286, 0.00102, -1.74818], [2.09230, -0.90521, -0.11430], [1.35618, 0.02982, 0.12286], [-1.02645, -0.04509, -0.40974], [-1.41747, 1.33977, 1.20245], [-1.79632, 0.40597, -1.07723], [-1.63020, -0.35418, 1.68692]]}

***

(4)
{"formula": "C2H6N3O2", "method": "ωB97M-V with the def2-TZVPD basis set", "total_charge": -1, "homo_ev": -2.69, "total_energy_ev": -10731.36801, "largest_force_ev_per_a": 4.18, "de_lowest_kj_mol": 760.5, "lumo_ev": 4.361, "elements": ["H", "N", "C", "H", "H", "H", "O", "N", "N", "C", "O", "H", "H"], "positions_angstrom": [[-1.72806, 0.85973, -0.47859], [0.35590, 0.88722, -0.22933], [-0.86750, 1.59241, -0.30291], [-0.73787, 2.33621, -1.14506], [-0.11843, -2.70777, 0.31814], [-1.13656, 1.87782, 0.73908], [-1.34393, -0.98703, -0.87465], [-0.05308, -1.03218, -0.67967], [1.51716, 1.36089, -0.18853], [0.24518, -1.77151, 0.55404], [2.59485, 0.72981, -0.03394], [1.35312, -1.72606, 0.78660], [-0.08078, -1.41953, 1.53481]]}